This record from the OMol25 dataset describes 2 unconnected molecules or ions with the total composition C5H12NO at a distorted geometry. The level of theory is ωB97M-V with the def2-TZVPD basis set.

* charge: +1
* energy relative to the best compared isomer or geometry (same formula, charge and spin): 90.9 kcal per mole
* multiplicity: 1
* LUMO energy: -5.76 eV
* orbital gap: 6.762 eV

CARTESIAN COORDINATES (ANGSTROEM)
C: -1.476 -2.135 -0.401
C: 1.782 -1.264 -0.728
C: -0.677 2.287 1.169
C: 0.823 -1.534 0.436
C: -0.765 1.867 -0.248
N: -0.503 -1.399 -0.054
O: -0.239 2.509 -1.218
H: -2.332 -1.620 -0.536
H: -1.617 -3.161 -0.469
H: 2.917 -1.335 -0.360
H: 1.678 -1.888 -1.650
H: 1.483 -0.202 -1.040
H: -0.620 3.388 1.239
H: 0.030 1.745 1.647
H: -1.590 2.116 1.608
H: 1.100 -0.885 1.334
H: 0.967 -2.665 0.785
H: -1.289 0.877 -0.456
H: 0.327 3.298 -1.060

Atom charges from the Mulliken analysis, given in e for atoms 1 to 6: atom 1 (C): -0.274, atom 2 (C): -0.795, atom 3 (C): -1.071, atom 4 (C): -0.348, atom 5 (C): 0.481, atom 6 (N): -0.291